No. 1
# C20H24N2O3S

C20H24N2O3S in the gas phase in a non-equilibrium geometry (ωB97M-V/def2-TZVPD, OMol25).

Atoms and positions in Å:
C (3.3465, 3.0127, 0.0372)
S (2.6146, 1.3496, -0.0298)
C (4.0282, 0.2964, -0.0378)
C (5.3476, 0.7079, -0.0329)
C (6.3665, -0.2341, -0.0410)
C (6.0700, -1.5817, -0.0537)
C (4.7480, -2.0088, -0.0590)
C (3.7275, -1.0766, -0.0524)
O (2.3914, -1.3489, -0.0565)
C (1.9545, -2.6895, -0.0790)
C (0.4656, -2.6284, -0.1113)
C (-0.3879, -1.9657, -0.9458)
C (-1.6634, -2.2125, -0.3803)
C (-2.9471, -1.6172, -0.8302)
O (-3.0508, -1.0383, -1.8926)
N (-3.9569, -1.7881, 0.0539)
C (-5.0855, -0.8924, 0.0498)
C (-4.8234, 0.3083, 0.9830)
C (-3.5228, 0.9771, 0.6273)
C (-2.3890, 0.6631, 1.2425)
C (-1.0508, 1.2462, 0.9130)
C (-1.1651, 2.4510, -0.0154)
C (-2.1813, 2.1639, -1.1135)
C (-3.5646, 1.9668, -0.5015)
N (-1.5497, -2.9626, 0.6908)
O (-0.2392, -3.2264, 0.8625)
H (2.5064, 3.6992, 0.0698)
H (3.9440, 3.1212, 0.9373)
H (3.9384, 3.1984, -0.8540)
H (5.5970, 1.7563, -0.0240)
H (7.3935, 0.0972, -0.0373)
H (6.8626, -2.3140, -0.0591)
H (4.5296, -3.0653, -0.0668)
H (2.3345, -3.2051, -0.9735)
H (2.2780, -3.2317, 0.8195)
H (-0.1637, -1.3809, -1.8109)
H (-3.7140, -2.2300, 0.9289)
H (-5.2126, -0.5511, -0.9793)
H (-5.9816, -1.4315, 0.3661)
H (-4.7885, -0.0503, 2.0143)
H (-5.6524, 1.0113, 0.8871)
H (-2.3910, -0.0670, 2.0436)
H (-0.5372, 1.5275, 1.8364)
H (-0.4349, 0.4753, 0.4369)
H (-0.1869, 2.6714, -0.4466)
H (-1.4909, 3.3243, 0.5550)
H (-2.2064, 2.9839, -1.8340)
H (-1.9007, 1.2527, -1.6436)
H (-4.2570, 1.6147, -1.2687)
H (-3.9489, 2.9215, -0.1244)

Values from the calculation:
energy relative to the best compared isomer or geometry (same formula, charge and spin)	311.7	kJ/mol
HOMO	-8.0	eV
SMILES	CSc1ccccc1OCc1cc(C(=O)NCCC2=CCCCC2)no1
total charge	0

Which charges does Mulliken predict for the atoms? In e, they are: C -1.094; S 0.267; C 0.706; C -0.443; C -0.802; C -0.682; C -0.606; C 0.346; O -0.264; C -0.939; C 0.199; C -0.057; C 0.804; C 0.046; O -0.649; N -0.120; C -0.857; C -1.362; C 0.621; C -0.354; C 0.382; C -0.520; C -0.828; C -0.654; N -0.702; O -0.228; H 0.350; H 0.348; H 0.356; H 0.335; H 0.352; H 0.362; H 0.377; H 0.417; H 0.454; H 0.508; H 0.325; H 0.427; H 0.368; H 0.355; H 0.398; H 0.313; H 0.413; H -0.490; H 0.116; H 0.343; H 0.395; H 0.190; H 0.370; H 0.411

---

No. 2
# C4H19B2CdFNO

A molecular structure, C4H19B2CdFNO in a non-equilibrium geometry (ωB97M-V/def2-TZVPD, OMol25).

Atoms and positions in Å:
Cd (-1.4906, 0.9949, -1.1415)
F (-1.4438, 0.3163, -3.0469)
B (-1.7138, 3.0224, -0.8383)
H (-2.6850, 2.6931, -1.1740)
H (-1.7192, 4.0952, -0.7224)
H (-1.4530, 2.5605, 0.1013)
H (-0.9888, 2.6649, -1.5530)
B (-2.7695, -0.1408, 0.1410)
H (-3.2813, 0.3737, -0.6575)
H (-2.2045, -0.9390, -0.3149)
H (-2.0561, 0.4991, 0.6369)
H (-3.4549, -0.4640, 0.9090)
C (1.8318, -0.5882, -1.7634)
C (0.9046, -0.8138, -0.6204)
C (1.8007, -1.3625, 0.5879)
O (0.9611, -1.4082, 1.8038)
C (1.6419, -1.6854, 3.0252)
N (0.3173, 0.4826, -0.2632)
H (2.4886, 0.2414, -1.5016)
H (1.2606, -0.2904, -2.6427)
H (2.3651, -1.5020, -2.0254)
H (0.1241, -1.5437, -0.8352)
H (2.5820, -0.6242, 0.7683)
H (2.2278, -2.3446, 0.3849)
H (2.0391, -2.6997, 2.9866)
H (0.9594, -1.6982, 3.8750)
H (2.5328, -1.0911, 3.2282)
H (1.1385, 1.0240, -0.0339)
H (0.0851, 0.2278, 0.6861)

Values from the calculation:
energy relative to the best compared isomer or geometry (same formula, charge and spin)	276.0	kJ/mol
HOMO	-5.5	eV
total charge	-1

Which charges does Mulliken predict for the atoms? In e, they are: Cd 0.506; F -0.797; B -0.006; H -0.107; H -0.231; H -0.083; H -0.063; B 0.172; H -0.033; H -0.267; H -0.140; H -0.246; C -1.554; C 0.274; C -0.904; O -0.277; C -0.808; N -0.305; H 0.371; H 0.364; H 0.427; H 0.419; H 0.337; H 0.457; H 0.308; H 0.250; H 0.322; H 0.338; H 0.275

---

No. 3
# C7H14N2

A molecular structure, C7H14N2 in a non-equilibrium geometry (ωB97M-V/def2-TZVPD, OMol25).

Atoms and positions in Å:
C (0.3024, 1.8679, 0.1874)
C (0.7802, 0.4477, 0.0483)
C (-1.0566, -0.4083, -0.0567)
C (1.7158, 0.0367, 1.1584)
C (1.2544, 0.2212, -1.3855)
C (-1.3163, -1.3810, -1.1866)
C (-1.4004, -0.9431, 1.4154)
N (-1.1793, 1.8946, -0.0136)
N (-1.7426, 0.8539, -0.1225)
H (0.3726, 2.3138, 1.1259)
H (0.6132, 2.5920, -0.6644)
H (2.1177, -0.9981, 0.8775)
H (1.2123, -0.0779, 2.0830)
H (2.4632, 0.7690, 1.1978)
H (1.5162, -0.8360, -1.6753)
H (2.1356, 0.8188, -1.6048)
H (0.5654, 0.5979, -2.1282)
H (-2.2528, -1.1514, -1.5296)
H (-1.1333, -2.4785, -0.8101)
H (-0.6204, -1.0234, -1.9529)
H (-0.4523, -1.1267, 1.9832)
H (-2.0293, -1.8008, 1.0140)
H (-1.8657, -0.1883, 2.0395)

Values from the calculation:
energy relative to the best compared isomer or geometry (same formula, charge and spin)	365.7	kJ/mol
HOMO	-8.2	eV
total charge	0

Which charges does Mulliken predict for the atoms? In e, they are: C -0.715; C 1.636; C 1.153; C -1.745; C -2.087; C -1.592; C -1.349; N -0.523; N -0.115; H 0.402; H 0.291; H 0.313; H 0.438; H 0.456; H 0.335; H 0.439; H 0.548; H 0.508; H 0.376; H 0.302; H 0.151; H 0.438; H 0.339

---

No. 4
# C7H10S

C7H10S in the gas phase in a non-equilibrium geometry (ωB97M-V/def2-TZVPD, OMol25).

Atoms and positions in Å:
C (-1.0439, -0.5324, 1.4199)
C (-0.6693, -0.7405, -0.0385)
C (-1.7646, -0.2790, -1.0080)
C (-0.4655, 0.4571, -0.9056)
C (0.3167, 1.4731, -0.1623)
C (1.4939, 0.9388, 0.2136)
C (1.9499, -0.4285, -0.2392)
S (0.7347, -1.8267, -0.2599)
H (-0.1928, -0.2850, 2.0904)
H (-1.5234, -1.4230, 1.8347)
H (-1.7705, 0.2630, 1.4502)
H (-2.6791, 0.0051, -0.4753)
H (-1.9198, -0.7733, -1.9372)
H (0.0897, 0.1714, -1.8160)
H (0.0473, 2.5390, 0.0138)
H (2.2287, 1.5549, 0.7205)
H (2.7843, -0.7413, 0.3732)
H (2.3837, -0.3728, -1.2744)

Values from the calculation:
energy relative to the best compared isomer or geometry (same formula, charge and spin)	232.6	kJ/mol
HOMO	-8.4	eV
SMILES	C[C@@]12C[C@H]1C=CCS2
total charge	0

Which charges does Mulliken predict for the atoms? In e, they are: C -1.321; C 0.694; C -0.760; C -0.154; C -0.634; C -0.241; C -0.753; S -0.172; H 0.352; H 0.338; H 0.362; H 0.245; H 0.260; H 0.268; H 0.349; H 0.406; H 0.431; H 0.329

---

No. 5
# C2H4BrCl

2 unconnected molecules or ions with the total composition C2H4BrCl in a non-equilibrium geometry (ωB97M-V/def2-TZVPD, OMol25).

Atoms and positions in Å:
C (-0.5420, 0.4027, 0.0198)
C (0.3160, -0.8195, -0.0092)
Cl (0.4923, 1.5565, -2.2186)
Br (-0.0291, -1.5933, 1.8427)
H (-0.2979, 1.0174, 0.7881)
H (-1.4428, 0.3599, -0.4003)
H (1.3251, -0.7109, -0.1696)
H (-0.0946, -1.5484, -0.5957)

Values from the calculation:
energy relative to the best compared isomer or geometry (same formula, charge and spin)	281.1	kJ/mol
HOMO (spin up / spin down)	-10.1 / -10.1	eV
total charge	0

Which charges does Mulliken predict for the atoms? In e, they are: C -0.704; C -0.353; Cl -0.393; Br -0.118; H 0.410; H 0.411; H 0.396; H 0.351

---

No. 6
# C28H25CeF5NO2

A molecular structure, C28H25CeF5NO2 in a non-equilibrium geometry (ωB97M-V/def2-TZVPD, OMol25).

Atoms and positions in Å:
C (2.2935, -0.0378, 1.8538)
C (2.2845, -0.7567, 0.6312)
C (1.9539, 0.1383, -0.4154)
H (2.5546, -1.8054, 0.5069)
C (1.8027, 1.4486, 0.1566)
C (2.0138, 1.3372, 1.5630)
H (1.4778, 2.3402, -0.3756)
C (-1.3657, -1.7892, 2.2621)
C (-0.1951, -2.4346, 1.7350)
C (-0.2961, -2.4313, 0.3175)
H (0.6011, -2.9095, 2.3041)
C (-1.5030, -1.7820, -0.0658)
C (-2.1774, -1.4055, 1.1507)
H (1.9175, -0.1091, -1.4781)
H (1.8875, 2.1299, 2.2957)
H (2.5430, -0.4531, 2.8280)
H (-3.0637, -0.7672, 1.2044)
H (0.4178, -2.8857, -0.3693)
H (-1.6022, -1.6220, 3.3101)
Ce (-0.2542, 0.2418, 1.0924)
C (-1.9897, -1.5043, -1.4678)
C (-3.4896, -1.7442, -1.4621)
C (-1.2677, -2.4186, -2.4575)
H (-3.6836, -2.7608, -1.1137)
H (-3.8820, -1.6141, -2.4632)
H (-3.9914, -1.0429, -0.7960)
H (-1.4502, -3.4642, -2.1925)
H (-0.1848, -2.2488, -2.4837)
H (-1.6602, -2.2390, -3.4585)
C (-1.6394, -0.0247, -1.8028)
C (-2.1719, 0.4943, -3.1506)
H (-0.5349, 0.0754, -1.8369)
H (-2.0450, 0.6806, -1.0348)
O (-3.0801, -0.0168, -3.7825)
N (-1.5474, 1.6185, -3.6307)
C (-0.3846, 2.3073, -3.0770)
H (-1.9314, 1.9835, -4.4960)
C (0.9294, 1.7173, -3.5407)
C (2.1105, 2.3512, -3.1517)
H (2.0335, 3.2447, -2.5325)
C (3.3486, 1.8479, -3.5444)
H (4.2598, 2.3556, -3.2263)
C (3.4109, 0.7016, -4.3466)
H (4.3773, 0.3120, -4.6671)
C (2.2312, 0.0631, -4.7428)
H (2.2575, -0.8294, -5.3722)
C (0.9900, 0.5728, -4.3423)
H (0.0653, 0.0895, -4.6687)
H (-0.4469, 2.2979, -1.9733)
H (-0.4482, 3.3685, -3.3653)
F (0.1701, 0.3347, 8.5045)
C (0.0234, 0.4817, 7.1726)
C (-0.6017, 1.6219, 6.6554)
F (-1.0571, 2.5738, 7.4847)
C (-0.7554, 1.7691, 5.2837)
F (-1.3533, 2.8509, 4.7454)
C (-0.2915, 0.7638, 4.4270)
O (-0.4563, 0.8573, 3.1233)
C (0.3511, -0.3647, 4.9744)
F (0.8754, -1.3447, 4.1657)
C (0.5052, -0.5223, 6.3342)
F (1.1143, -1.6421, 6.8022)

Values from the calculation:
HOMO (spin up / spin down)	-11.7 / -11.7	eV
total charge	+1

Which charges does Mulliken predict for the atoms? In e, they are: C -0.135; C -0.960; C 0.168; H 0.538; C -0.441; C -1.117; H 0.701; C -0.727; C -0.856; C -0.582; H 0.527; C -0.243; C -1.032; H 0.425; H 0.475; H 0.609; H 0.480; H 0.600; H 0.741; Ce 1.034; C 2.954; C -1.867; C -2.063; H 0.448; H 0.511; H 0.350; H 0.465; H 0.301; H 0.466; C -0.670; C 0.151; H -0.204; H 0.497; O -0.632; N -0.058; C -0.780; H 0.290; C 0.744; C -0.296; H 0.541; C -0.714; H 0.413; C -0.513; H 0.403; C -0.684; H 0.423; C -0.199; H 0.447; H -0.136; H 0.550; F -0.278; C 0.557; C 0.348; F -0.266; C 0.045; F -0.290; C 0.035; O -0.353; C 0.267; F -0.344; C 0.212; F -0.275

---

No. 7
# C6H6

C6H6 in the gas phase in a non-equilibrium geometry (ωB97M-V/def2-TZVPD, OMol25).

Atoms and positions in Å:
C (-2.1900, 1.9363, -0.3910)
C (-1.6009, 0.9192, -0.1297)
C (-0.8082, -0.2678, 0.1958)
C (0.6788, 0.0828, 0.4685)
C (1.5639, -1.0541, 0.2366)
C (2.2820, -1.8124, -0.3613)
H (-2.6933, 2.8483, -0.6235)
H (-0.8914, -1.0141, -0.6038)
H (-1.2279, -0.7488, 1.0908)
H (1.1676, 0.7506, -0.2516)
H (0.7590, 0.5978, 1.4291)
H (2.9603, -2.2378, -1.0599)

Values from the calculation:
energy relative to the best compared isomer or geometry (same formula, charge and spin)	400.8	kJ/mol
HOMO	-10.0	eV
SMILES	C#CCCC#C
total charge	0

Which charges does Mulliken predict for the atoms? In e, they are: C 0.140; C -0.402; C -0.692; C -0.373; C -0.501; C -0.137; H 0.396; H 0.327; H 0.272; H 0.252; H 0.339; H 0.379

---

No. 8
# CH12O5

5 unconnected molecules or ions with the total composition CH12O5 in a non-equilibrium geometry (ωB97M-V/def2-TZVPD, OMol25).

Atoms and positions in Å:
C (-0.9199, -1.0848, -1.0845)
O (0.3324, -1.0990, -0.4144)
H (-1.2820, -2.1147, -1.1689)
H (-1.6700, -0.4703, -0.5891)
H (-0.8534, -0.8140, -2.1460)
H (0.8209, -0.3489, -0.7728)
O (-1.7274, -2.4150, 2.3446)
H (-0.7769, -2.6053, 2.3479)
H (-2.1157, -3.2115, 1.9515)
O (4.9551, 3.3948, -1.5780)
H (5.5445, 4.1563, -1.5032)
H (5.3761, 2.8068, -0.9403)
O (-1.5234, 4.5958, -4.2937)
H (-1.0252, 5.2577, -4.7880)
H (-0.8764, 4.0233, -3.8925)
O (-1.4606, -3.6846, 5.7433)
H (-0.6738, -3.3670, 5.2739)
H (-2.1243, -3.0196, 5.5103)

Values from the calculation:
energy relative to the best compared isomer or geometry (same formula, charge and spin)	114.4	kJ/mol
HOMO	-10.6	eV
SMILES	CO.O.O.O.O
total charge	0

Which charges does Mulliken predict for the atoms? In e, they are: C -0.571; O -0.487; H 0.195; H 0.243; H 0.325; H 0.303; O -0.643; H 0.307; H 0.325; O -0.641; H 0.321; H 0.320; O -0.639; H 0.322; H 0.317; O -0.632; H 0.309; H 0.325

---

Among the records above, which one has the lowest total charge? C4H19B2CdFNO